# 1
DFT (ωB97M-V/def2-TZVPD) results for a 4-piece molecular cluster, C25H48O12 overall.

Output
**Energy above the lowest of the compared OMol25 structures with the same formula, charge and spin**: 5.255 eV
**Molecular weight**: 540.6 g/mol
**Multiplicity**: 1
**HOMO energy**: -8.930 eV
**Kohn-Sham gap**: 9.2 eV
**Structure (SMILES)**: O=C(O)Oc1ccccc1.COCCOCCOC.COCCOCCOC.COCCOCCOC
**F_max**: 0.6 eV/A

Geometry as XYZ:
```
85
Properties=species:S:1:pos:R:3:forces:R:3
C -3.10518 -0.18802 -4.07002 0.05 -0.14 -0.10
H -4.05307 -1.35214 -2.59026 0.00 0.01 0.01
H -5.79967 -3.57498 -6.52832 -0.01 0.01 -0.04
H 0.24799 -3.86110 1.27196 -0.08 -0.01 0.11
H 6.40477 1.74113 2.94046 0.04 0.08 -0.10
C 4.25022 3.27224 1.83880 0.00 0.00 -0.17
C -3.25058 3.53418 -0.26080 -0.31 -0.32 0.17
O 0.98569 0.52193 0.77205 -0.18 0.37 -0.15
H -2.59207 -1.06940 3.48775 0.03 0.05 0.02
O -5.47416 -0.19989 -3.38819 0.00 0.03 0.13
H -2.90144 1.60289 -6.79969 0.03 -0.03 -0.02
C -4.01095 1.34846 0.35392 -0.11 -0.03 -0.02
H 6.81341 2.05514 4.62808 -0.01 -0.02 0.00
H 4.59923 4.96955 3.03892 0.01 0.01 0.00
C 5.18786 4.13313 2.65374 -0.03 0.12 -0.03
H -7.49390 -3.05940 -6.67285 -0.02 -0.02 0.03
H 0.95471 -6.64963 0.94136 0.01 -0.02 0.01
H 1.03700 -6.27652 4.24825 0.11 -0.02 0.00
C 9.04645 4.51565 1.69058 0.04 -0.09 -0.05
C 1.09752 -5.65856 3.34169 -0.12 -0.12 0.06
H -0.81017 -6.83253 0.95229 -0.02 -0.02 0.03
H 3.71260 3.92052 1.13292 -0.09 0.01 0.07
H -1.23582 3.65092 -0.96248 -0.05 0.06 -0.03
O 1.64429 -3.33630 2.72635 0.09 0.03 -0.01
H 8.82000 2.26454 3.43394 0.03 0.04 0.11
H -1.49828 1.24092 -5.77151 0.01 0.04 0.04
C 6.71548 2.51719 3.64299 -0.01 -0.13 0.03
O -3.23122 0.14207 -5.44071 -0.21 0.21 0.06
H 0.11000 -1.18632 2.73152 -0.01 0.01 0.00
H 5.98119 4.54634 2.02698 0.02 -0.13 -0.05
H 2.05142 -4.17388 4.49036 -0.01 0.01 0.01
C -6.17580 0.26907 -4.52549 -0.04 0.12 -0.03
H -4.78761 0.68762 0.71260 -0.01 -0.03 0.02
O 5.71166 3.50253 3.80974 0.00 0.04 0.09
C 4.23822 1.06946 0.98298 0.21 0.06 -0.08
C -1.91572 -1.79076 3.96343 -0.08 -0.03 -0.08
H 8.31924 3.89690 3.94311 -0.01 0.01 0.00
C 0.08324 -6.85430 1.57394 -0.06 -0.02 0.07
O -6.12064 -1.65003 -6.00125 0.12 -0.05 0.22
C 0.69723 -2.97849 1.73342 0.00 -0.02 -0.16
H -0.87270 -1.60526 1.31107 0.11 0.12 -0.01
H -5.51849 0.80699 -5.21160 0.04 -0.13 -0.06
H -3.40649 4.59504 -0.39226 -0.11 0.04 0.05
O -1.33124 -2.65430 3.01853 0.22 -0.07 0.17
H 4.92128 0.33645 0.55561 0.00 0.02 -0.03
H 0.82698 2.94067 -0.94150 -0.22 0.06 0.03
H 8.87235 4.88455 0.68116 0.02 -0.04 -0.02
C -2.58951 1.34634 -5.78870 0.05 -0.09 -0.05
H -2.48879 -2.40360 4.65768 -0.03 0.00 -0.03
H -3.01142 0.71502 -3.45369 0.02 0.03 -0.04
H -2.20355 -0.80137 -3.93554 0.02 0.05 0.14
C -6.58434 -2.97859 -6.06644 0.00 0.05 -0.09
H 3.37688 1.18391 0.32546 -0.09 -0.03 0.01
O -0.07015 -5.86814 2.56693 0.08 0.17 -0.15
C 0.52246 1.34410 0.04652 0.01 -0.30 0.27
O 1.00440 2.59512 -0.05858 0.27 -0.24 -0.01
C 8.07786 3.05978 3.27705 0.11 -0.07 -0.11
C -1.76941 1.64504 -0.44722 -0.53 0.16 0.26
H -2.88006 2.16069 -5.11469 0.02 0.00 0.01
O 4.95417 2.28204 1.11261 0.09 -0.09 0.22
O -0.53608 1.08217 -0.78328 0.07 -0.03 -0.20
H -6.78566 -3.37895 -5.06615 -0.03 0.00 -0.01
C -6.96587 -0.79085 -5.25756 -0.02 -0.02 -0.18
H 10.08202 4.16288 1.76406 0.01 0.04 0.04
H 0.33112 -3.86159 4.25542 -0.08 -0.06 -0.11
C -4.30243 -0.97353 -3.58476 -0.01 -0.14 0.09
C -0.36734 -2.01346 2.19621 -0.21 -0.03 -0.01
H -7.65939 -0.28977 -5.94688 -0.09 -0.01 0.07
H 8.90093 5.34227 2.39545 0.02 0.00 0.01
H 3.51428 2.80966 2.50599 0.00 -0.01 0.02
C 1.23897 -4.21319 3.76048 0.01 0.03 0.12
C -2.77566 0.81469 0.01863 0.06 -0.23 0.02
C -2.01809 3.00266 -0.59156 0.43 -0.01 -0.17
C -4.26179 2.70116 0.22651 0.38 0.42 -0.22
H -4.50078 -1.83748 -4.22250 0.07 0.10 -0.15
H -1.15319 -1.24175 4.52747 -0.01 0.02 -0.01
H 0.18640 -7.85480 2.01040 0.04 -0.01 -0.03
O 8.12699 3.47586 1.92448 -0.21 0.17 0.06
H -5.22557 3.11018 0.49244 -0.04 0.01 -0.01
H -6.89843 0.98571 -4.12757 0.01 0.01 0.00
H 3.89767 0.70360 1.95702 -0.07 0.01 -0.02
H -2.62621 -0.25025 0.13379 0.25 0.01 -0.07
H 1.99005 -5.95642 2.77966 0.00 0.02 -0.03
H -7.55428 -1.36374 -4.53175 0.01 -0.01 0.02
H 1.27900 -2.45970 0.96909 0.01 0.01 0.00
```
Forces are in eV/Å.

---

# 2
DFT (ωB97M-V/def2-TZVPD) results for a 5-piece molecular cluster, C25H49IN3O17S4 overall at a distorted geometry.

Output
**Molecular weight**: 918.8 g/mol
**Multiplicity**: 1
**HOMO energy**: -11.682 eV
**Kohn-Sham gap**: 7.6 eV
**Total charge**: +1
**F_max**: 9.0 eV/A

Geometry as XYZ:
```
99
Properties=species:S:1:pos:R:3:forces:R:3
C -0.47512 -4.99990 0.22179 0.59 0.24 0.57
O -7.76188 2.63624 0.48579 -0.47 -2.47 -8.67
N -4.80668 -2.55163 0.59141 -3.05 1.55 -0.68
C 1.27303 -3.56474 -1.30298 -0.11 -1.38 0.67
H -2.63545 -4.58261 -1.40972 -0.27 1.84 1.64
H 1.02276 -4.33282 -2.18195 0.61 1.90 1.67
H -4.98057 -4.23069 -0.83655 1.19 0.79 1.94
O 5.88931 3.32478 2.78796 1.74 0.06 0.79
H -6.66744 -7.44254 4.39255 0.00 0.10 -0.10
S -9.24200 4.52558 -8.07289 0.01 -0.19 -0.78
H -6.85473 -7.32203 2.62080 0.29 -0.12 0.06
H -6.66405 -2.50675 -1.51770 -0.59 -1.20 1.11
H 9.32836 5.38170 1.39882 -0.24 -0.08 0.21
H -4.22222 -4.63887 0.91042 -0.15 1.62 -2.01
H 1.81086 -5.39879 0.12626 -1.37 1.96 -0.18
C 2.86056 -1.30432 -1.47577 0.02 -0.31 -1.46
C -6.05627 -2.04309 0.32013 -2.30 0.38 -1.00
O 14.38123 6.52853 2.45799 -0.68 -0.82 -0.51
C -1.54206 -3.75291 0.48140 0.23 0.02 0.00
O -2.71601 -7.06849 2.98634 -1.21 -0.29 1.30
C 5.23056 -0.14337 -0.64224 0.95 0.46 -0.69
O -10.54376 4.53332 -7.09015 0.71 0.42 -0.58
H -2.02576 -3.82144 1.55390 1.05 -0.02 -2.00
C 2.78586 -2.94443 -1.43450 -0.22 0.13 -0.41
C 13.66442 7.02654 3.58643 -0.45 0.46 0.33
H 4.44188 -0.21573 -2.78556 -0.02 -1.37 1.76
O 12.04533 5.78670 2.42752 0.62 0.40 -0.76
H 9.70511 2.77837 0.79841 -0.22 -0.07 0.24
C 9.12133 4.50180 2.01256 0.73 -0.35 -0.08
H -2.68301 -2.67617 -1.19898 -0.31 -2.11 0.92
H -5.39779 -5.36317 2.51614 -0.14 -0.05 0.01
H 6.31994 0.08315 -1.07465 -2.28 -0.64 0.85
I -7.85271 3.71419 -2.46348 0.05 -1.10 1.21
H -6.35781 -5.05002 3.98859 0.27 -0.12 0.14
N -7.10917 -2.68485 -0.56863 3.30 2.31 -0.26
C 12.46834 6.09326 3.75411 0.44 -0.18 0.69
H 4.99589 -1.91079 -2.07200 -1.15 2.08 0.27
O 8.08326 2.39225 2.03893 -0.34 0.51 0.97
H -9.22199 -2.30818 -0.00667 1.62 0.66 -1.72
H -4.16306 -2.00308 1.21686 -1.04 -0.54 -0.88
S 13.34710 5.77896 1.44478 0.40 -0.17 -0.49
H 14.30643 7.03787 4.47129 0.03 -0.13 -0.31
O -8.20787 5.27515 -7.05967 -0.57 -0.74 -0.30
O -5.01148 -7.98721 3.31242 0.81 0.76 0.06
H -9.82506 3.90357 -5.27856 0.00 0.09 0.05
C -4.26434 -3.86171 0.01385 0.67 -1.24 -0.46
H -7.09103 0.33919 -1.98335 -1.59 0.85 1.91
H 13.33929 8.04713 3.36009 0.00 -0.09 0.08
H 12.76404 5.15695 4.23911 -0.01 0.13 0.03
S -3.73118 -7.24859 4.00030 0.68 -0.64 0.45
H -0.54093 -5.74995 1.14554 0.03 1.48 -2.24
O -8.80480 3.15637 -8.23186 -0.46 1.86 0.03
C -8.02415 -0.34750 0.09260 -0.62 -2.83 -2.23
C -7.82671 2.26006 -0.79517 0.46 0.47 6.89
H 11.65619 6.55473 4.32088 0.02 -0.06 -0.32
H -0.92385 -2.75073 0.44991 -1.35 -1.93 0.03
C -8.92467 5.77316 -5.93123 -0.47 0.42 0.19
H 4.36258 0.33968 1.82225 -1.13 2.03 -1.09
H 3.92776 1.76044 -1.07933 1.09 -0.92 1.70
H 2.75752 1.17841 1.12992 2.16 0.22 0.58
H 3.48095 -3.32979 -0.54647 -1.49 0.68 -2.01
O 13.08143 6.65516 0.32760 0.22 -1.40 1.33
O -3.46833 -7.87575 5.27465 -0.15 1.06 -1.92
O 7.73723 2.85111 4.46571 -0.92 0.40 -1.70
H 5.42673 -0.82884 0.31370 -0.74 1.46 -2.07
H 1.36571 -3.72060 0.96944 -0.61 -1.77 -1.52
N -6.73539 -0.76020 0.81511 0.59 -1.89 2.04
H -10.93290 5.30135 -5.19678 0.01 -0.06 -0.32
C 4.60835 1.33256 -0.22876 1.18 -0.11 0.63
H -9.24980 6.79375 -6.15758 0.01 -0.09 0.11
O -4.44069 -5.80528 4.27212 0.07 -0.77 0.06
H 4.23339 2.25226 1.88047 -1.11 -2.28 -1.45
C -10.12075 4.83988 -5.76355 0.34 -0.17 0.45
H -8.48951 -1.58780 -1.75213 -0.62 -0.98 2.30
C 3.91626 1.28501 1.25957 0.45 0.10 -0.32
C 8.80204 3.26826 1.17224 0.11 0.53 -0.55
H 3.20455 -3.31787 -2.48823 -0.64 0.79 2.50
O -9.50766 5.40178 -9.19007 0.33 -1.44 1.45
H -0.72075 -5.53565 -0.79694 0.32 0.89 2.13
H 8.15134 3.52309 0.32951 0.09 0.02 0.04
C -6.16897 -7.16607 3.45786 -0.51 0.21 0.35
H 2.42748 -0.76517 -0.53071 1.02 -1.16 -1.62
C -2.75060 -3.70484 -0.62779 -0.07 0.42 0.01
C -8.35103 -1.81326 -0.61216 -0.33 0.97 -0.14
C 4.41613 -0.90796 -1.84225 0.26 0.04 0.84
H 2.20846 -0.94785 -2.40856 1.18 -0.78 2.08
C -7.92722 0.66102 -1.19662 -0.58 0.71 0.11
H -8.95555 0.54585 -1.78767 2.13 0.34 1.33
H 0.45376 -2.72926 -1.29317 1.58 -1.44 -0.12
H -7.17126 -1.14326 1.70739 1.30 1.11 -0.58
H -8.95525 -0.19822 0.82394 2.67 0.41 -1.44
H -8.28267 5.78450 -5.04638 0.07 -0.08 -0.28
O 7.96557 4.71239 2.82042 -0.88 -0.88 -0.06
H 5.53287 2.07571 -0.13979 -1.96 -1.54 -0.26
S 7.28457 3.26910 3.15747 0.08 -0.07 0.38
C 1.09148 -4.46870 0.09262 -0.54 0.98 -0.27
H 9.96997 4.31558 2.67926 -0.06 0.01 -0.19
C -5.64747 -5.73278 3.51633 -0.20 -0.10 -0.39
O 13.78429 4.40975 1.28580 -0.56 1.87 -0.05
```
Forces are in eV/Å.

---

# 3
DFT (ωB97M-V/def2-TZVPD) results for C25H49Li6O17P2 as an isolated structure at a distorted geometry.

Output
**Molecular weight**: 725.2 g/mol
**Multiplicity**: 1
**HOMO energy**: -2.628 eV
**Kohn-Sham gap**: 4.2 eV
**Total charge**: -1
**F_max**: 6.7 eV/A

Geometry as XYZ:
```
99
Properties=species:S:1:pos:R:3:forces:R:3
C 0.95124 2.99775 2.66823 -0.02 0.51 1.40
H 2.53800 1.26262 0.59467 -0.42 -0.25 0.39
O -3.69369 -0.64703 2.77541 2.40 -1.41 -0.21
C -0.80092 -4.93597 -0.94581 -0.13 -0.80 -0.52
H -2.74193 1.10130 -4.48774 0.28 0.25 0.25
H 2.90939 -0.12043 -3.70745 0.12 0.03 -0.56
H -0.19680 3.98687 -0.61890 -0.38 -0.69 0.11
C 1.86826 3.73091 -0.97397 -0.01 0.46 1.12
H -0.26495 2.39626 5.56372 -0.54 0.18 -0.18
H 0.21103 -3.76026 3.67176 1.08 -1.20 1.52
O 1.09247 -3.78382 3.19375 -0.86 -0.02 0.21
H 3.17835 5.39030 -1.23248 0.11 0.12 -0.88
Li -1.52451 1.70823 2.67738 -0.83 -0.27 0.27
H -1.97889 -0.31531 -2.69524 0.20 -0.15 0.35
H 2.70711 -3.08512 -3.67572 0.43 -0.14 0.11
H -3.19936 -5.51332 0.36110 0.36 -0.49 -0.07
P -1.09292 0.17699 0.73466 -1.21 0.70 1.35
H 2.04860 3.57232 0.09183 -0.54 -0.04 0.15
C 2.29021 -1.00250 -3.87286 0.24 0.33 1.56
O -0.13336 2.65535 3.51126 -0.29 -0.43 0.72
H -2.22267 1.24249 -1.82144 -0.06 -0.44 0.55
H -1.92682 -5.79321 -2.50877 -0.67 0.46 -0.04
O 0.21330 4.41787 -2.54157 0.65 -0.11 -0.30
H 1.16877 6.28331 -2.92819 -0.68 -0.05 0.15
C 1.40073 5.24236 -2.69263 -0.24 0.30 -0.22
H 1.67282 5.90634 -0.66764 -0.52 -0.38 0.16
O -0.84801 -2.99643 2.62049 0.32 -0.47 -0.18
Li -2.00524 -1.35865 2.47157 -0.15 -0.18 0.39
H 0.99059 0.14400 -2.49364 0.26 -0.26 0.47
Li 1.11862 -0.48034 1.59608 -0.70 -0.64 0.07
H 2.13956 -1.81902 -0.89358 0.71 0.49 -0.33
C 1.59754 3.32193 5.01791 0.35 -0.12 -0.19
H 5.33123 -1.82131 1.32168 -0.02 0.10 -0.19
H -4.35201 -0.69690 -4.66084 0.07 0.65 -0.62
H -3.32566 -3.54738 -1.79463 0.13 0.84 0.12
H 0.67991 3.98336 2.27736 0.60 0.16 -0.34
C 0.37129 -3.11396 2.27127 -1.66 1.77 -0.63
C -1.92954 -5.84831 -1.41820 0.88 -0.89 0.56
O -3.33120 1.97024 3.15268 1.54 0.25 0.11
H 2.10602 -1.20107 -4.92560 0.21 0.00 0.05
H 2.60752 2.01639 3.62616 -0.26 -0.13 0.08
O -3.79536 -0.19373 -1.63750 0.39 0.40 -0.64
C -2.86447 -3.79600 -0.83787 0.33 -0.18 -0.73
H 1.95199 4.31026 5.30924 -0.47 0.08 0.25
C 2.13447 2.99842 3.64517 0.92 -0.17 -1.76
C 4.99124 -0.82650 1.60205 -0.87 0.24 0.83
O -1.40456 -3.63337 -0.98078 -0.29 -0.52 0.25
O -4.83126 1.02020 1.47093 0.62 0.48 -2.15
H 3.52015 -1.94141 2.84392 -0.71 0.17 -0.42
O 0.21501 -0.07645 -0.10745 -0.89 1.07 0.07
C 0.40423 3.55481 -1.41966 1.70 0.26 1.64
O 0.70866 -1.94601 -2.33141 0.19 -0.01 0.25
H -4.23914 -1.84915 -2.77477 -0.18 -0.10 -0.21
H 3.90536 -2.09912 -2.73874 0.20 0.03 -0.59
C -4.62910 -0.84021 -2.62923 0.62 1.20 0.95
C 0.07715 3.14867 4.85782 0.65 0.12 -0.66
H 2.00664 -3.39949 -1.55694 -0.54 -0.05 0.01
H 4.96409 0.54383 -0.13565 0.32 0.34 0.47
C 2.87558 -2.18342 -3.08750 0.02 -0.19 0.78
O -1.99611 -1.11249 0.52106 0.61 1.71 -1.10
H 0.38143 2.46413 -1.45822 -1.50 0.03 -1.04
H 2.89507 3.66401 3.22836 0.10 0.30 0.45
H -0.36456 -5.19825 0.02038 -0.46 0.25 0.36
C 1.98130 -2.34462 -1.83814 -0.18 -0.73 -0.35
O 0.88262 -2.57357 1.28426 1.13 0.12 -1.01
C 3.30433 0.85699 1.25334 1.56 -0.59 0.34
H 3.85963 -0.66936 -0.25317 -0.74 -0.17 0.49
H 1.09902 2.28699 1.85784 -0.52 -0.09 0.06
H -5.66218 -0.84839 -2.28358 0.14 -0.26 0.36
H -5.41313 0.62288 -4.02214 -0.12 -0.33 -0.28
H 2.00188 2.59054 5.71676 -0.07 0.17 0.19
H 4.25390 -0.61139 3.66282 -0.07 0.27 0.04
O -5.51520 0.65663 3.86279 2.60 0.80 -0.75
C -3.35852 0.99948 -3.59528 -0.92 0.30 -0.69
C -2.70113 0.44669 -2.38867 -0.25 -0.98 0.64
C -4.50660 0.03899 -3.86943 -0.57 -0.86 -0.22
Li -3.62646 2.44859 1.06934 -0.01 -1.31 0.82
O -0.63874 0.03615 2.22686 0.75 0.25 -0.07
H -1.77908 -6.91681 -1.24919 0.19 0.04 0.45
C 0.99832 -0.77307 -3.08509 -1.70 0.23 -1.25
C 3.85001 -0.91380 2.69346 1.89 -0.16 -0.12
H -3.22650 -3.20946 0.00153 0.18 0.19 -0.18
C -3.12768 -5.27656 -0.70113 -0.23 -0.24 -0.02
C 4.29326 -0.02495 0.51412 0.80 0.11 -1.42
C 2.11456 5.16446 -1.33563 0.90 0.27 -0.57
Li -0.49098 -1.82292 -0.47989 0.00 -0.63 0.08
H 3.81620 1.63743 1.82340 0.15 0.51 -0.66
P -4.26528 0.76665 2.91114 -6.45 -0.30 1.63
H -4.03677 -5.63212 -1.18715 -0.24 0.41 0.12
H 0.01590 -5.10533 -1.65153 0.14 1.00 -0.20
H 1.88642 4.89627 -3.60816 0.72 -0.32 0.39
H 5.83170 -0.25559 1.99733 0.06 -0.10 0.03
H -3.80326 1.95183 -3.30388 0.17 0.20 -0.37
O -1.81939 1.59900 0.71932 1.54 -2.16 -1.35
H 2.60645 3.05955 -1.41890 -0.27 0.03 -0.67
H -0.41723 4.11454 4.95830 -0.34 -0.17 0.18
O 2.84298 -0.00991 2.28917 -1.72 -0.44 -0.08
H 0.14999 -0.68695 -3.76815 -0.05 0.17 -0.01
Li -3.93088 -0.77443 0.75209 -0.01 1.24 0.71
```
Forces are in eV/Å.